(1)
The following is a quantum chemistry calculation of a 2-piece molecular cluster, C8H12NP overall in a non-equilibrium geometry, from OMol25.

XYZ file:
```
22
Properties=species:S:1:pos:R:3:forces:R:3:mulliken_charge:R:1
C 0.890 -1.342 -1.750 -0.15 0.17 0.45 1.560
C 0.262 -0.949 3.926 0.70 -0.19 0.65 -0.350
C -0.130 -0.861 -1.321 0.15 -1.14 0.20 -0.984
C 1.143 -1.381 3.242 -0.38 0.17 -0.66 0.072
C 2.133 -1.953 -2.167 -1.99 -1.23 -1.43 -1.345
C -0.682 -0.681 4.976 -1.47 0.85 0.99 -0.957
C -2.753 1.795 -1.884 -2.13 -0.24 1.25 -0.455
C -0.456 1.562 -2.322 0.28 1.21 -1.35 -0.908
N -1.628 1.077 -1.637 -2.28 2.16 -1.42 0.131
P -1.647 -0.296 -0.691 0.10 -0.76 0.46 -0.311
H 2.040 -2.201 -3.256 0.24 -0.31 0.93 0.295
H 2.943 -1.324 -2.086 1.87 1.51 0.41 0.353
H 2.264 -2.819 -1.531 0.33 -0.44 -0.25 0.288
H -1.693 -0.475 4.489 1.07 -0.49 1.00 0.244
H -0.680 -1.548 5.679 -0.48 0.48 -0.70 0.249
H -0.450 0.196 5.649 -0.01 -0.68 -1.06 0.265
H -2.780 2.886 -1.981 0.82 -0.46 -0.43 0.229
H -3.795 1.430 -1.545 2.08 0.01 -0.43 0.219
H 1.698 -1.733 2.422 0.57 -0.15 -0.24 0.474
H -0.333 1.225 -3.401 -0.80 0.75 1.22 0.278
H -0.277 2.637 -2.130 -0.68 -0.33 -0.63 0.338
H 0.332 1.111 -1.853 2.16 -0.89 1.05 0.312
```
Positions in Å, forces in eV/Å.

As for the total charge: 0. The energy relative to the best compared isomer or geometry (same formula, charge and spin) is 503.8 kJ/mol. The frontier orbital gap (alpha / beta) comes out at 6.870 / 7.280 eV. The largest force on an atom is 0.067 Eh/bohr. The value obtained for the total energy is -19262.8595 eV. The LUMO energy (alpha / beta) comes out at -0.1 / 0.5 eV.


(2)
The following is a quantum chemistry calculation of C5H10O as an isolated structure in a non-equilibrium geometry, from OMol25.

XYZ file:
```
16
Properties=species:S:1:pos:R:3:forces:R:3:mulliken_charge:R:1
C 2.391 0.384 -0.265 0.34 0.08 0.00 -1.144
C 1.164 -0.443 -0.008 0.37 0.09 -0.01 -0.206
C -1.243 -0.431 -0.411 0.19 0.32 -0.45 -0.458
C -2.374 -0.039 0.518 -0.20 0.39 -0.46 -1.039
C -0.083 0.381 -0.202 0.45 -0.44 1.36 0.587
O -0.182 1.575 0.124 0.35 -0.21 0.07 -0.670
H 2.220 1.371 0.173 0.23 -0.11 -0.07 0.298
H 3.271 -0.081 0.176 0.13 0.13 -0.08 0.358
H 2.542 0.506 -1.343 0.11 0.02 0.14 0.307
H 1.136 -1.391 -0.561 -0.03 0.28 0.03 0.342
H 1.056 -0.696 1.057 0.28 -0.07 -0.12 0.219
H -1.184 -1.459 -0.761 0.43 0.22 0.21 0.386
H -1.891 0.254 1.471 -0.10 -0.14 -0.41 0.304
H -2.863 0.867 0.183 -0.37 0.09 0.00 0.260
H -3.105 -0.833 0.725 0.24 0.19 -0.46 0.330
H -0.496 0.222 -1.506 -2.42 -0.84 0.23 0.124
```
Positions in Å, forces in eV/Å.

As for the total charge: 0. The energy relative to the best compared isomer or geometry (same formula, charge and spin) is 297.7 kJ/mol. The frontier orbital gap comes out at 9.589 eV. The largest force on an atom is 0.050 Eh/bohr. The value obtained for the total energy is -7391.6804 eV. The LUMO energy comes out at 0.6 eV.


(3)
The following is a quantum chemistry calculation of C17H33BFeN4S6Sb as an isolated structure in a non-equilibrium geometry, from OMol25.

XYZ file:
```
63
Properties=species:S:1:pos:R:3:forces:R:3:mulliken_charge:R:1
Fe -0.006 0.384 0.098 0.74 -0.29 -0.70 0.394
S 0.756 2.528 0.650 0.14 0.36 0.27 -0.277
S 0.898 3.825 -0.941 -0.21 -0.09 -0.02 -0.206
S -0.019 2.850 -2.624 0.10 -0.06 0.21 -0.177
S -0.882 1.124 -1.908 -0.22 0.03 -0.37 -0.433
C 2.148 -1.657 2.987 -0.01 -0.03 -0.05 -0.886
N 1.994 -2.551 1.857 -0.05 0.00 0.09 0.440
C 1.782 -3.915 1.915 -0.03 0.09 0.03 -0.569
C 1.706 -4.340 0.636 -0.04 0.01 -0.04 -0.448
N 1.869 -3.254 -0.194 0.14 -0.02 -0.01 -0.011
B 1.906 -3.332 -1.740 -0.16 0.03 -0.03 0.391
N 0.588 -2.733 -2.396 0.06 0.04 0.01 0.421
C 0.480 -2.757 -3.770 0.05 -0.06 0.07 -0.744
C -0.752 -2.330 -4.114 -0.04 0.04 0.01 -0.425
N -1.404 -2.039 -2.938 -0.06 0.01 -0.07 0.339
C -2.778 -1.593 -2.823 0.04 0.02 0.05 -0.547
C -0.567 -2.266 -1.898 0.02 -0.03 0.18 -0.919
S -1.015 -1.950 -0.257 -0.17 -0.14 -0.11 -0.058
C 2.040 -2.159 0.563 0.09 0.17 -0.09 -0.395
S 2.284 -0.526 0.075 0.00 -0.32 0.11 -0.459
H 1.918 -2.208 3.897 -0.01 0.00 0.00 0.309
H 1.474 -0.809 2.877 -0.03 0.01 0.00 0.161
H 3.165 -1.269 3.032 0.01 0.00 0.00 0.354
H 1.692 -4.439 2.850 0.02 0.00 -0.01 0.438
H 1.551 -5.327 0.239 -0.02 0.03 -0.02 0.491
H 1.927 -4.511 -2.039 0.05 0.04 0.04 -0.219
H 2.854 -2.722 -2.164 -0.05 -0.02 -0.04 -0.121
H 1.300 -3.088 -4.382 0.00 0.04 0.01 0.467
H -1.206 -2.169 -5.075 -0.02 -0.04 0.02 0.404
H -3.114 -1.258 -3.802 0.01 0.01 0.00 0.268
H -2.838 -0.768 -2.119 0.01 0.03 -0.03 0.117
H -3.413 -2.407 -2.469 0.00 -0.02 -0.02 0.269
C -3.951 1.454 0.411 0.00 -0.03 0.05 -1.262
C -3.232 1.908 1.679 0.05 0.12 -0.18 0.309
C -2.707 3.332 1.521 -0.06 -0.03 -0.05 -1.227
Sb -1.665 0.507 2.195 -0.61 0.34 0.44 0.984
C -1.257 1.335 4.159 0.21 -0.15 0.10 0.456
C -0.115 2.346 4.063 -0.09 0.02 0.02 -1.424
C -0.892 0.246 5.169 -0.07 0.06 -0.02 -1.292
C -3.049 -1.098 2.673 0.17 -0.23 0.22 0.427
C -2.299 -2.348 3.146 -0.06 0.05 -0.10 -1.215
C -4.154 -0.709 3.650 0.01 0.02 -0.10 -1.534
H -4.791 2.123 0.195 0.00 -0.02 0.01 0.503
H -4.343 0.437 0.498 -0.02 0.01 -0.01 0.237
H -3.271 1.483 -0.443 -0.01 0.00 -0.01 0.063
H -3.920 1.870 2.527 0.01 0.01 0.04 0.295
H -1.953 3.391 0.734 0.01 0.00 0.02 0.151
H -2.259 3.709 2.442 0.01 0.02 -0.01 0.285
H -3.531 4.001 1.249 0.00 -0.01 0.03 0.443
H -2.177 1.836 4.474 0.00 0.00 0.00 0.456
H 0.797 1.872 3.689 0.00 0.01 0.01 0.237
H 0.102 2.761 5.054 0.01 -0.01 -0.01 0.432
H -0.335 3.167 3.383 0.03 -0.01 -0.02 0.301
H -0.062 -0.367 4.806 0.01 0.01 0.03 0.071
H -1.727 -0.420 5.385 0.01 -0.02 0.01 0.255
H -0.574 0.700 6.114 0.00 -0.01 -0.01 0.475
H -3.492 -1.329 1.701 0.02 0.02 -0.02 0.329
H -1.835 -2.193 4.122 0.00 -0.02 0.00 0.264
H -1.519 -2.637 2.438 0.00 -0.02 0.02 0.186
H -2.989 -3.194 3.239 0.01 0.01 0.01 0.422
H -3.750 -0.378 4.610 -0.02 -0.02 0.00 0.196
H -4.805 -1.569 3.845 0.01 0.01 0.02 0.487
H -4.781 0.094 3.261 -0.01 -0.01 0.01 0.321
```
Positions in Å, forces in eV/Å.

Its spin multiplicity is 5. As for the total charge: -1. The energy relative to the best compared isomer or geometry (same formula, charge and spin) is 73.6 kJ/mol. The frontier orbital gap (alpha / beta) comes out at 5.658 / 5.640 eV. The largest force on an atom is 0.021 Eh/bohr. The value obtained for the total energy is -130743.4582 eV. The LUMO energy (alpha / beta) comes out at 2.6 / 2.6 eV.


(4)
The following is a quantum chemistry calculation of C5H5N3 as an isolated structure in a non-equilibrium geometry, from OMol25.

XYZ file:
```
13
Properties=species:S:1:pos:R:3:forces:R:3:mulliken_charge:R:1
C 1.421 -0.175 0.929 -1.49 -0.57 2.17 -0.215
C 0.239 0.097 -0.653 1.69 0.53 1.52 0.375
C -0.712 0.536 -1.436 -3.04 2.24 -4.76 -0.274
C -1.428 -0.729 0.727 0.37 -2.55 2.27 -0.395
C -0.083 -0.513 0.508 1.44 0.62 0.85 0.327
H 2.035 -1.054 0.982 0.34 -0.39 0.81 0.223
H 1.476 0.505 1.879 0.14 -1.05 -2.04 0.256
H 2.010 1.347 -0.382 -1.31 -1.69 -0.78 0.293
H -0.439 1.218 -2.278 -0.56 -0.56 0.58 0.367
H -1.760 -1.268 1.674 0.12 0.90 -1.30 0.331
N 1.588 0.368 -0.426 1.77 2.09 0.45 -0.467
N -2.013 0.222 -1.323 0.98 -1.65 2.25 -0.432
N -2.333 -0.553 -0.202 -0.44 2.08 -2.01 -0.390
```
Positions in Å, forces in eV/Å.

As for the total charge: 0. The energy relative to the best compared isomer or geometry (same formula, charge and spin) is 284.0 kJ/mol. The frontier orbital gap comes out at 9.778 eV. The largest force on an atom is 0.118 Eh/bohr. The value obtained for the total energy is -9732.5455 eV. The LUMO energy comes out at 0.5 eV.


(5)
The following is a quantum chemistry calculation of a 3-piece molecular cluster, C2H9NO overall in a non-equilibrium geometry, from OMol25.

XYZ file:
```
13
Properties=species:S:1:pos:R:3:forces:R:3:mulliken_charge:R:1
N 1.087 0.870 3.222 0.14 0.00 -0.31 -0.639
H 1.607 0.656 4.064 0.05 0.14 0.03 0.226
H -1.433 0.141 -7.299 -0.02 0.08 0.30 0.013
H 1.485 1.705 2.804 0.00 0.07 0.29 0.214
H 1.312 0.138 2.558 -0.09 -0.19 0.15 0.212
C -0.189 0.034 0.687 -3.38 -0.59 -1.76 -0.457
O 0.188 -1.298 0.961 1.95 0.36 0.13 -0.359
C -0.399 -1.074 -0.299 -1.60 -0.08 0.83 -0.279
H 0.171 0.925 0.207 2.23 0.08 0.69 0.353
H -1.113 0.262 1.206 0.05 0.21 0.25 0.268
H 0.202 -1.262 -1.168 0.49 0.27 -0.17 0.256
H -1.426 -1.427 -0.367 0.15 -0.25 -0.13 0.205
H -1.491 0.329 -6.576 0.02 -0.08 -0.30 -0.013
```
Positions in Å, forces in eV/Å.

As for the total charge: 0. The energy relative to the best compared isomer or geometry (same formula, charge and spin) is 304.7 kJ/mol. Its SMILES is [H][H].C1CO1.N. The frontier orbital gap comes out at 11.135 eV. The largest force on an atom is 0.075 Eh/bohr. The value obtained for the total energy is -5754.3650 eV. The LUMO energy comes out at 1.1 eV.


(6)
The following is a quantum chemistry calculation of one molecule with the formula C3H2ClF2N in a non-equilibrium geometry, from OMol25.

XYZ file:
```
9
Properties=species:S:1:pos:R:3:forces:R:3:mulliken_charge:R:1
C -1.850 1.379 -0.141 0.39 0.12 0.48 -0.082
C -0.229 -0.420 0.116 3.41 -0.80 2.11 -0.521
C -1.651 -0.003 0.306 -2.37 -0.10 2.30 0.955
N -1.918 2.467 -0.502 -0.06 -0.29 0.05 -0.297
F 0.129 -1.766 0.198 -1.40 -0.15 0.31 -0.264
F -2.109 0.017 1.865 1.44 -0.33 -4.37 -0.306
Cl -2.845 -0.987 -0.651 1.08 0.42 1.17 -0.101
H 0.570 0.031 0.804 -1.96 0.15 -0.24 0.297
H 0.199 -0.174 -0.811 -0.51 0.98 -1.79 0.318
```
Positions in Å, forces in eV/Å.

As for the total charge: 0. The energy relative to the best compared isomer or geometry (same formula, charge and spin) is 64.3 kJ/mol. Its SMILES is N#C[C@@](F)(Cl)CF. The frontier orbital gap comes out at 12.092 eV. The largest force on an atom is 0.090 Eh/bohr. The value obtained for the total energy is -22588.6212 eV. The LUMO energy comes out at -0.3 eV.